The following is a quantum chemistry calculation of 16 unconnected molecules or ions with the total composition C23H11Cl60IN2O3PS at a distorted geometry, from OMol25.

Each line ends with the Löwdin charge.
Cartesian coordinates (Å):
C  -1.990386  -1.658568  0.707914  0.028
C  -2.769129  -0.908130  -0.083474  -0.174
C  -2.234523  -0.311626  -1.362131  -0.180
C  -2.632680  1.116406  -1.648454  -0.116
C  -3.268208  1.480287  -2.810474  0.061
C  -3.635196  2.816890  -3.001213  -0.046
N  -3.430207  3.759776  -2.115808  0.103
N  -2.808919  3.394453  -1.005841  -0.198
P  -2.551882  4.769763  0.255098  0.615
O  -3.497590  5.876962  -0.392465  -0.341
I  -0.312501  5.447673  -0.401711  0.538
C  -2.384929  2.161647  -0.737792  -0.227
C  -1.640153  1.904993  0.536587  -0.197
S  -2.752813  1.771023  1.957336  0.612
O  -4.092204  1.873076  1.437715  -0.413
O  -2.330819  2.684020  2.975633  -0.346
H  -0.934652  -1.405622  0.805528  0.076
H  -2.349212  -2.544909  1.218419  0.063
H  -3.800959  -0.689374  0.190380  0.116
H  -2.639218  -0.931718  -2.166976  0.072
H  -1.147235  -0.417990  -1.446814  0.071
H  -3.502400  0.758750  -3.582548  0.114
H  -4.121065  3.129691  -3.917258  0.133
H  -3.063517  6.471301  -1.023687  0.054
H  -1.149602  0.933070  0.465515  0.096
H  -0.846229  2.621968  0.754364  0.068
H  -2.585788  0.508271  2.403039  0.009
C  2.922296  7.444431  2.198831  -2.052
Cl  2.707145  5.756052  2.689758  0.502
Cl  1.600236  8.412111  2.845985  0.502
Cl  4.453887  8.047689  2.812127  0.533
Cl  2.912822  7.537997  0.427788  0.485
C  -1.585296  -1.711316  5.231124  -2.017
Cl  0.068381  -2.020853  4.691310  0.457
Cl  -2.673060  -2.854788  4.442515  0.540
Cl  -1.721067  -1.852714  6.971415  0.579
Cl  -1.995951  -0.056878  4.727353  0.572
C  0.014470  -1.405274  -4.428456  -2.001
Cl  0.637457  -2.915681  -3.783749  0.545
Cl  0.491444  -0.062556  -3.358324  0.552
Cl  0.664553  -1.124096  -6.031857  0.562
Cl  -1.761258  -1.487010  -4.508970  0.535
C  -1.652765  -4.443837  -7.411363  -2.041
Cl  0.024413  -4.624074  -7.917632  0.521
Cl  -1.777650  -4.816762  -5.683286  0.505
Cl  -2.181280  -2.780249  -7.703797  0.499
Cl  -2.688174  -5.548508  -8.317398  0.530
C  6.733766  10.430403  5.634549  -2.061
Cl  7.527931  9.539456  4.328705  0.511
Cl  7.850710  11.627498  6.286076  0.538
Cl  5.295575  11.241444  5.008754  0.501
Cl  6.260958  9.303568  6.910524  0.518
C  -0.334613  -6.497982  5.323971  -2.036
Cl  0.560141  -8.010195  5.461639  0.501
Cl  0.175278  -5.366211  6.579646  0.501
Cl  -0.027368  -5.796578  3.726837  0.499
Cl  -2.062976  -6.822626  5.498262  0.532
C  -0.495797  -11.519416  2.629220  -2.060
Cl  -1.086789  -11.801482  0.988885  0.523
Cl  -1.533165  -12.360474  3.782457  0.529
Cl  1.157058  -12.122836  2.771717  0.526
Cl  -0.515611  -9.786889  2.980011  0.486
C  4.223801  -5.265456  5.461603  -2.027
Cl  5.553233  -4.504281  6.336159  0.514
Cl  4.851320  -6.132251  4.056706  0.540
Cl  3.375280  -6.393564  6.517585  0.521
Cl  3.119816  -3.994534  4.925793  0.455
C  4.111920  -0.498821  8.003022  -2.049
Cl  3.598842  -0.825858  9.658784  0.537
Cl  2.778600  -0.856874  6.896054  0.484
Cl  4.559240  1.202565  7.846008  0.529
Cl  5.500442  -1.513979  7.606300  0.507
C  3.878280  -0.856678  2.111494  -2.029
Cl  3.324383  -1.093930  0.448719  0.496
Cl  2.554537  -1.261466  3.214549  0.440
Cl  5.256016  -1.901625  2.447118  0.539
Cl  4.338752  0.829853  2.345479  0.544
C  -0.165834  -3.923221  -12.438457  -2.050
Cl  1.134436  -3.079479  -11.583393  0.514
Cl  0.524512  -5.182646  -13.461060  0.539
Cl  -1.256366  -4.653962  -11.255494  0.492
Cl  -1.058785  -2.770965  -13.430157  0.506
C  -2.962756  0.400072  -15.344803  -2.065
Cl  -1.295459  0.199621  -15.889864  0.520
Cl  -3.051564  0.062621  -13.609725  0.494
Cl  -3.491553  2.054932  -15.650316  0.529
Cl  -4.006248  -0.726799  -16.211989  0.529
C  -7.810176  1.194147  1.839497  -2.052
Cl  -8.558323  0.370225  0.465997  0.521
Cl  -9.047183  1.624270  3.016723  0.544
Cl  -6.636511  0.108035  2.598366  0.522
Cl  -7.002296  2.658603  1.271303  0.534
C  5.923822  -2.614411  -2.684065  -2.059
Cl  7.532451  -2.887114  -3.346429  0.543
Cl  4.775635  -3.727200  -3.437854  0.514
Cl  5.940238  -2.880136  -0.940100  0.498
Cl  5.423349  -0.947942  -3.012753  0.508
C  0.916518  10.325055  6.285844  -2.056
Cl  0.261602  10.712214  7.874733  0.542
Cl  -0.370226  9.646067  5.274008  0.496
Cl  1.539179  11.791576  5.526259  0.521
Cl  2.223388  9.149891  6.452843  0.506

Force components x, y, z for each atom (eV/Å):
0.0284 0.1975 -0.2540
0.2683 0.1685 0.3933
-0.1589 0.7044 0.3936
-0.0773 0.0018 -0.0231
-0.0860 0.1351 0.0106
-0.1476 -0.1146 -0.2645
0.2570 -0.1529 0.1579
0.2345 0.1890 -0.3308
-0.3524 0.1067 0.5261
0.4475 -0.0096 0.0405
-0.0069 -0.0187 -0.0989
0.0649 -0.2622 0.0660
0.4291 -0.4112 -0.0589
-0.9993 0.8440 0.3618
0.3353 -0.2024 -0.2603
0.3870 -0.2659 0.0191
0.2357 -0.8629 -0.7710
-0.2414 0.6830 0.9382
-0.3440 -0.9216 -0.7104
0.0584 0.1024 0.1483
-0.1505 -0.0243 0.2427
0.0718 -0.0359 0.0564
-0.0282 0.0715 0.0919
-0.2776 -0.0498 -0.1540
0.0122 0.0668 -0.0402
-0.2301 0.1756 0.0661
0.2775 -0.0876 -0.2393
-0.0229 -0.0114 0.0326
-0.0090 -0.0234 -0.0082
-0.0046 -0.0178 -0.0401
0.0496 0.0249 0.0193
0.0157 -0.0005 -0.0564
0.0050 0.0302 -0.1779
-0.1196 -0.2498 0.2309
-0.0414 -0.0329 0.0244
0.0744 0.0081 -0.0295
-0.0885 0.0879 0.2866
0.0251 -0.0452 -0.0253
0.0269 0.0404 0.0957
0.1350 0.0324 -0.1599
-0.0113 0.0334 -0.0123
0.1384 0.0485 -0.1094
-0.0042 -0.0394 0.0107
0.0211 0.0002 0.0167
-0.0659 -0.0304 -0.0663
-0.0265 -0.0542 -0.0855
0.0239 -0.0184 0.0390
-0.0026 0.0304 0.0263
-0.0314 -0.0249 -0.0316
0.0039 0.0013 0.0106
-0.0243 -0.0240 -0.0237
-0.0095 -0.0177 -0.0042
-0.0250 -0.0296 0.0355
-0.0202 0.1165 0.1899
-0.1788 0.0333 -0.0272
0.0044 0.0462 -0.0161
-0.0158 0.0113 -0.0269
-0.0249 -0.0067 -0.0307
-0.0007 0.0038 -0.0052
-0.0047 -0.0027 0.0047
0.0103 -0.0030 0.0006
-0.0537 -0.1276 -0.1498
0.0562 -0.0126 0.0554
0.0849 -0.2878 -0.0446
-0.0194 0.0152 -0.0185
0.2609 0.0471 0.0084
-0.0145 -0.0994 -0.0450
0.0427 0.0245 0.0533
-0.0062 0.0021 0.0000
-0.0261 -0.0082 -0.0058
-0.0060 0.0000 -0.0084
-0.0602 0.2256 0.0445
0.0337 -0.0475 0.0467
-0.0500 0.0504 -0.0088
0.0901 0.2939 -0.2143
-0.0166 -0.0072 -0.0236
-0.0063 0.0017 0.0007
0.0053 -0.0091 -0.0251
0.0083 0.0064 0.0113
0.0055 -0.0041 -0.0005
-0.0264 0.0048 -0.0607
0.0249 -0.0112 0.0221
0.0008 -0.0013 -0.0113
0.0111 -0.0039 -0.0019
-0.0361 0.0413 0.0113
-0.0001 0.0054 0.0005
-0.0045 -0.0084 -0.0029
-0.0464 0.0112 -0.0057
0.0053 -0.0112 -0.0130
-0.0030 -0.0002 -0.0017
0.0177 -0.0025 0.0001
-0.1209 0.0062 0.0103
0.0123 0.0010 0.0119
-0.0076 0.0040 -0.0002
-0.0270 -0.0084 -0.0148
0.0891 -0.0687 -0.0374
-0.0233 0.0156 -0.0065
0.0465 0.0011 0.0226
-0.0040 0.0034 0.0051
-0.0495 0.0058 0.0373
0.0037 0.0171 -0.0271
-0.0005 -0.0078 -0.0086

Output
energy above the lowest of the compared OMol25 structures with the same formula, charge and spin	0.00	kcal/mol
2S+1	1
LUMO	-4.46	eV
total charge	+1